# 1
2 unconnected molecules or ions with the total composition C23H39N2O7PS. Source: the Open Molecules 2025 dataset; level of theory: ωB97M-V/def2-TZVPD.

XYZ file:
```
73
Properties=species:S:1:pos:R:3:lowdin_charge:R:1
H -3.519 -1.241 0.423 0.124
C 0.441 2.078 -2.795 -0.206
H -2.224 1.873 -2.483 0.105
C -5.894 -0.835 -0.808 -0.138
H -3.725 2.649 0.028 0.123
C 1.608 0.837 -0.874 -0.221
H 0.839 -0.031 -2.666 0.097
H 5.543 4.385 3.789 0.089
C -3.691 -2.799 -2.956 -0.196
H -0.315 1.903 -3.563 0.098
H 5.798 -1.174 6.263 0.090
H -0.858 2.209 -0.309 0.101
H -6.717 -0.859 -1.511 0.114
H -0.567 -4.644 -4.360 0.099
H 1.215 -2.480 -3.582 0.066
H 4.900 4.284 5.441 0.089
S 0.180 -3.618 -1.836 0.644
H 4.803 -1.913 4.992 0.090
O 5.155 0.079 4.713 -0.218
H 3.281 2.079 7.572 0.089
C -1.375 -3.526 -2.723 -0.192
C -4.720 -1.598 -1.348 -0.272
C -2.514 -2.862 -2.192 -0.182
H -5.242 2.186 -1.783 0.112
N -2.468 -2.306 -0.945 0.167
C -5.520 0.585 -0.351 -0.188
H 2.342 -3.423 -2.612 0.074
H 1.327 -4.238 -3.871 0.053
O 0.309 -4.896 -1.191 -0.299
H 3.181 1.500 5.897 0.087
H -4.375 0.739 -2.220 0.107
H 1.862 1.866 -0.619 0.114
H 3.443 0.347 7.226 0.089
O 5.198 2.485 4.456 -0.214
H 1.359 2.300 -3.335 0.108
C -3.408 1.922 -0.724 -0.224
O 1.091 0.171 0.260 -0.189
C 1.966 -0.730 0.899 -0.120
H -6.444 1.117 -0.155 0.107
P 5.815 1.355 5.374 0.322
C 0.567 0.784 -1.998 -0.176
C 5.590 3.837 4.725 -0.085
O 0.387 -2.470 -0.996 -0.311
H -1.343 3.886 -0.421 0.115
H 2.522 0.367 -1.240 0.116
O 7.268 1.342 5.494 -0.215
H -0.379 0.503 -1.550 0.100
H -0.279 4.098 -2.649 0.108
N -4.817 -2.150 -2.522 0.192
C -2.611 -4.070 -4.717 -0.056
C -3.714 -3.412 -4.228 0.002
H -4.958 0.503 0.573 0.096
C -2.458 2.597 -1.700 -0.206
C -1.156 2.985 -1.007 -0.216
H 1.365 -1.565 1.246 0.077
H -6.222 -1.384 0.078 0.119
H 0.826 3.639 -1.375 0.097
H 6.500 -1.497 4.661 0.092
H 6.607 3.881 5.115 0.087
H -2.868 1.146 -0.185 0.104
H 2.720 -1.144 0.229 0.080
C -1.427 -4.135 -3.962 -0.055
H -4.613 -3.357 -4.819 0.114
C -3.541 -1.696 -0.555 -0.049
O 5.084 1.521 6.780 -0.215
C 1.393 -3.451 -3.133 -0.136
C -0.017 3.290 -1.970 -0.209
H 2.476 -0.270 1.747 0.080
H -2.655 -4.544 -5.685 0.107
C 3.665 1.350 6.862 -0.091
H -2.921 3.478 -2.137 0.120
C -4.667 1.360 -1.372 -0.199
C 5.598 -1.199 5.191 -0.085
```

Output
molecular weight = 518.61 g mol⁻¹
HOMO energy = -9.075 eV
energy = -61921.6866 eV
energy relative to the best compared isomer or geometry (same formula, charge and spin) = 1.8 kcal per mole
LUMO = -0.5 eV
SMILES = COCCCCCCCCCCc1cnc2c(S(C)(=O)=O)cccc2n1.COP(=O)(OC)OC
gap between HOMO and LUMO = 8.54 eV

# 2
C23H39N3O in the gas phase. Source: the Open Molecules 2025 dataset; level of theory: ωB97M-V/def2-TZVPD.

XYZ file:
```
66
Properties=species:S:1:pos:R:3:lowdin_charge:R:1
H -4.958 2.251 -2.413 -0.036
C 2.412 0.195 -1.357 -0.083
C -0.378 1.318 -0.212 -0.334
H -1.507 -1.440 1.775 -0.031
H 4.008 1.596 -1.692 0.174
H -1.254 2.122 1.686 0.050
H 1.849 0.472 -2.073 0.038
C 3.104 0.381 1.089 -0.205
C 6.171 -0.123 -0.873 -0.173
H 7.904 -1.138 -0.244 0.096
C -7.375 0.859 -0.460 -0.035
C -0.499 -2.849 -0.389 -0.154
H 6.483 2.115 -1.356 0.046
H -1.508 -1.077 -0.724 0.126
H 0.835 -1.531 1.091 0.154
H -0.710 1.236 -1.149 0.071
H -5.134 -0.848 2.244 0.116
H -7.285 -0.743 0.636 0.136
H -2.978 0.363 2.977 0.122
C -3.431 0.257 1.993 -0.105
H 7.001 -0.623 1.246 -0.005
N -2.163 0.227 0.935 -0.089
H -2.511 2.263 0.443 0.142
N 0.476 0.701 0.367 -0.150
H -8.355 0.857 -0.390 0.037
H 2.936 -0.848 1.379 0.161
C 6.914 -0.934 0.301 -0.065
C 4.466 0.643 0.948 -0.253
H 2.550 0.771 2.196 0.166
H -5.208 -2.253 0.321 0.140
H 5.066 0.463 1.826 0.126
H 6.904 1.800 0.286 -0.023
H 4.371 0.106 -2.140 0.101
C 6.890 1.424 -0.611 -0.030
H 8.026 1.412 -1.061 0.118
H -7.423 2.597 -1.805 0.090
C -6.701 1.738 -1.737 0.012
H 2.118 1.984 0.023 0.083
C 3.797 0.441 -1.329 -0.349
C -1.584 1.656 0.877 -0.075
H 0.060 2.541 -0.237 0.194
C -5.327 1.803 -1.751 -0.023
C -6.678 -0.132 -0.096 -0.143
C -4.145 -1.031 1.883 -0.149
H 0.112 -1.110 -1.596 0.069
C -0.342 -1.315 -0.718 -0.113
H 6.149 -1.881 0.382 0.127
H 6.261 -0.420 -1.704 0.001
C 1.905 0.998 0.107 -0.105
C -1.195 -0.646 1.749 -0.085
H -0.550 -3.228 -2.283 -0.067
C -4.487 -1.352 0.391 -0.156
H 0.661 -3.093 -0.639 0.166
C 0.008 -0.783 0.718 -0.132
H -0.883 -3.272 0.298 0.014
N 4.667 -0.007 -0.368 -0.139
H -3.645 0.345 -1.317 0.078
H -0.708 -0.373 2.632 0.121
H -3.434 -1.651 -0.178 0.158
C -5.317 -0.443 -0.351 -0.269
H -3.636 -1.703 2.243 0.016
C -4.691 0.518 -1.171 0.027
H 2.327 -0.887 -1.262 0.117
H 4.392 1.751 0.705 0.142
O -0.941 -3.479 -1.608 -0.007
H -3.884 1.006 1.549 0.046
```

Output
molecular weight = 373.58 g mol⁻¹
HOMO energy = -7.536 eV
energy = -30977.3104 eV
energy relative to the best compared isomer or geometry (same formula, charge and spin) = 556.7 kcal per mole
LUMO = 0.8 eV
SMILES = CC(C)N1CCC(N2CCN(CCCc3ccccc3)C[C@H]2CCO)CC1
gap between HOMO and LUMO = 8.31 eV

# 3
3 unconnected molecules or ions with the total composition C23H39N3O13P2S3. Source: the Open Molecules 2025 dataset; level of theory: ωB97M-V/def2-TZVPD.

XYZ file:
```
83
Properties=species:S:1:pos:R:3:lowdin_charge:R:1
C -1.643 4.719 2.829 -0.227
H -4.863 -6.026 -4.153 0.115
C -2.474 5.979 3.040 -0.220
H 5.288 -1.795 -3.979 0.059
H 3.752 1.250 -1.684 0.130
H 2.875 -2.881 1.379 0.133
P 4.692 -3.133 -2.421 0.211
N 5.262 2.484 2.834 -0.201
H -3.856 5.099 4.441 0.119
H -3.668 -4.328 -2.959 0.109
O 1.981 4.270 -0.586 -0.075
O 4.513 -2.382 -3.891 -0.213
S -5.033 -4.261 -1.026 0.667
H 4.427 -5.177 -1.881 0.068
H 4.787 2.562 -1.039 0.134
H -2.042 6.619 3.811 0.117
C 0.841 4.500 -1.376 -0.300
H -1.724 -3.337 0.377 0.107
C -2.917 -1.456 0.301 -0.056
C 3.176 -1.025 0.224 -0.280
C -4.127 -5.091 -2.330 -0.218
C 3.879 1.260 0.510 -0.510
H -3.926 -2.004 0.257 0.075
C -5.156 -5.916 -3.108 -0.217
H 1.906 -1.188 -1.636 0.141
O 5.762 0.690 -1.104 -0.203
H -7.400 -4.105 -1.297 0.109
H -2.523 6.555 2.111 0.122
O -4.667 -4.832 0.247 -0.320
C 1.899 2.930 -0.024 -0.170
N 6.535 1.405 -2.023 -0.006
S -2.721 3.626 1.914 0.659
H -4.759 4.779 1.561 0.107
H 1.788 2.175 -0.851 0.129
N 3.297 -2.887 -1.444 -0.147
H -3.356 -5.721 -1.888 0.106
O 4.528 -0.149 3.003 -0.312
C -1.662 0.740 0.367 -0.078
O -2.543 3.881 0.502 -0.335
C 0.918 -2.367 0.515 -0.336
H -1.410 4.237 3.780 0.112
O 4.720 -4.792 -2.735 -0.238
C -6.509 -5.211 -2.970 -0.224
H 2.049 -1.430 2.143 0.127
C 3.208 2.677 0.858 -0.120
H -6.511 -4.296 -3.569 0.120
O 0.842 -3.496 0.029 0.036
H -1.589 1.880 0.347 0.062
H -3.872 0.633 0.213 0.103
H 3.919 3.534 0.746 0.112
O 0.968 5.109 -2.403 0.093
H -0.140 4.100 -0.994 0.147
C -0.356 -1.501 0.462 -0.118
C 4.554 1.462 -0.912 -0.167
H -4.603 6.306 3.399 0.116
H 5.592 3.205 2.186 0.029
C 2.275 -1.948 1.175 -0.030
H 2.841 2.656 1.927 0.115
H 2.457 -3.310 -1.869 0.097
O -4.991 -2.837 -1.271 -0.336
C -2.939 0.021 0.278 -0.053
H 4.318 0.284 3.856 0.056
C -0.406 -0.039 0.465 -0.012
H -5.223 -6.920 -2.679 0.118
O 6.035 1.358 -3.092 0.066
H 3.642 -0.874 -1.998 0.085
H 4.239 -1.299 0.457 0.123
S 6.318 -2.694 -1.474 0.287
H 0.978 2.902 0.625 0.118
C 2.953 -1.424 -1.299 -0.171
H -7.331 -5.841 -3.313 0.116
C -3.874 5.495 3.422 -0.215
H 5.934 2.380 3.601 0.034
C -1.655 -2.220 0.391 0.000
C -6.647 -4.867 -1.492 -0.232
H 0.532 0.557 0.543 0.075
H -4.884 3.627 2.918 0.106
O -2.623 2.303 2.475 -0.315
H -0.729 4.897 2.264 0.104
O 2.800 0.329 0.531 -0.152
P 5.179 0.968 1.912 0.941
H -6.852 -5.759 -0.898 0.109
C -4.258 4.381 2.444 -0.216
```

Output
molecular weight = 723.72 g mol⁻¹
HOMO energy = -7.863 eV
energy = -106650.0225 eV
LUMO = -0.3 eV
SMILES = NP(O)[C@@](CCOC=O)(CON=O)O[C@H](CNP(O)(O)=S)CC(=O)c1ccccc1.O=S1(=O)CCCC1.O=S1(=O)CCCC1
gap between HOMO and LUMO = 7.55 eV